No. 1
Molecular formula: C39H51BrCl2LaN6O5P2Te
Method: DFT, wB97M-V/def2-TZVPD

```
108
C39H51BrCl2LaN6O5P2Te | the OMol25 dataset | wB97M-V/def2-TZVPD
La -0.582 0.772 0.986
Te -6.051 0.348 0.527
Br 1.395 6.237 -1.283
Cl 5.700 0.503 4.262
Cl 5.466 3.711 3.453
P -4.053 0.047 -0.637
P 1.728 -1.643 -0.839
O -2.828 0.332 0.204
O -4.084 -1.506 -1.291
O 0.591 4.825 3.220
O 1.326 -1.583 4.456
O -3.715 0.947 -1.976
N -2.092 3.184 1.458
N 0.629 -0.615 -0.440
N 0.433 2.644 2.341
N -1.703 -1.060 2.657
N 0.714 0.262 3.175
N -0.108 2.500 -1.065
C 3.653 0.429 -0.157
C 4.196 1.296 3.893
C -0.840 -1.547 3.542
C 4.128 2.609 3.383
C -3.023 -1.946 -2.074
C -2.404 -3.214 4.241
C 0.731 4.564 -1.832
C 1.758 2.323 2.869
C -3.987 4.675 1.237
C -3.319 3.491 0.948
C -1.485 4.116 2.157
C 0.457 3.682 -0.816
C 2.527 -0.346 -3.155
C -0.069 2.977 -3.435
C 0.399 -1.642 -3.259
C -2.912 -1.619 2.563
C 0.487 4.250 -3.133
C 2.597 -2.858 -3.477
C 1.882 -1.667 -2.805
C 0.751 -3.151 1.269
C 4.620 -1.756 -0.834
C -1.156 -2.643 4.299
C -0.356 2.180 -2.362
C 2.353 -4.379 -0.216
C -3.364 5.595 2.027
C 0.532 -0.894 3.773
C -3.352 -2.710 3.369
C -4.676 1.159 -2.986
C -2.073 5.357 2.414
C 3.466 -1.119 -0.124
C 1.223 -3.321 -0.181
C -5.263 2.562 -2.830
C 3.435 -1.463 1.378
C 3.022 0.549 3.908
C -0.014 3.894 2.646
C 1.820 1.014 3.416
C -3.265 -3.355 -2.481
C 2.900 3.124 2.905
C 0.027 -3.864 -0.938
H -5.530 0.492 -2.827
H -3.431 -4.060 -1.662
H 3.175 -3.995 0.394
H -0.213 -2.645 1.205
H -2.872 -1.318 -2.983
H 4.767 -1.430 -1.856
H 4.258 -0.868 1.812
H 0.494 -4.181 1.592
H -2.427 -3.682 -3.114
H -0.354 -1.106 -2.656
H 0.121 -2.680 -3.277
H 2.479 -2.641 -4.512
H 5.522 -1.437 -0.329
H -0.470 -2.941 5.142
H -0.837 1.206 -2.496
H -3.588 -1.098 1.886
H 2.887 4.138 2.557
H -0.828 -3.210 -0.989
H 1.429 -2.720 1.952
H 2.712 0.929 -0.102
H -2.112 -1.777 -1.528
H 3.079 -0.460 4.303
H 0.310 -1.270 -4.293
H 3.675 -2.823 -3.321
H 2.762 -4.591 -1.189
H -4.340 -3.084 3.353
H 3.970 0.791 -1.122
H -6.043 2.725 -3.611
H -5.698 2.612 -1.854
H 0.303 -4.099 -1.963
H -1.481 6.120 2.923
H 0.651 4.998 -3.886
H -0.192 -4.787 -0.395
H -4.102 -3.381 -3.185
H 3.577 -0.276 -2.908
H 2.284 -3.862 -3.399
H -3.866 6.558 2.285
H -2.714 -3.976 4.988
H 2.035 -5.306 0.266
H 4.396 0.729 0.623
H -3.815 2.695 0.373
H 1.962 0.368 -2.572
H 2.475 -1.142 1.748
H -4.957 4.773 0.785
H 4.583 -2.919 -0.741
H 3.582 -2.526 1.608
H -4.104 0.986 -3.883
H -0.252 2.748 -4.440
H 0.668 3.985 0.218
H 2.390 -0.209 -4.307
H -4.487 3.392 -2.971
```

Properties
LUMO level, eV: 2.0
Charge: -1
HOMO, eV: -4.9
Kohn-Sham gap, eV: 6.9
Energy above the lowest of the compared OMol25 structures with the same formula, charge and spin, kJ/mol: 183.7

=====

No. 2
Molecular formula: C39H51CaN4OPS2
Method: DFT, wB97M-V/def2-TZVPD

```
99
C39H51CaN4OPS2 | the OMol25 dataset | wB97M-V/def2-TZVPD
Ca 0.322 -0.994 -0.457
S -4.192 -2.704 1.039
S 1.888 -2.326 1.327
P -0.252 2.310 -4.494
O -0.233 0.988 0.420
N -1.577 2.427 1.507
N 0.690 2.276 2.047
N -1.662 -2.210 0.865
N 2.878 -0.460 -0.828
C -0.897 -3.055 3.082
C 5.825 -1.609 1.884
C -1.961 -0.713 -3.146
C -2.903 -1.577 -1.167
C -2.709 2.049 0.676
C 1.192 -3.471 4.969
C -3.574 -3.716 3.593
C 0.981 3.400 -5.356
C -1.729 -1.187 -1.844
C 6.169 -0.771 0.862
C -4.182 -1.493 -1.729
C -0.140 -5.492 5.539
C 2.017 1.718 1.844
C 5.183 -0.376 -0.068
C 3.198 0.333 -1.827
C -1.670 3.484 -4.286
C 4.508 -2.078 2.015
C -1.794 3.496 2.467
C -2.597 3.057 -3.148
C 0.035 0.122 -6.257
C 0.531 4.197 -6.575
C -2.778 -2.107 0.204
C 2.086 0.715 -2.750
C -0.828 3.351 3.623
C 4.503 0.829 -2.029
C 0.580 3.303 3.071
C -2.591 -3.965 4.526
C -0.358 1.872 1.290
C 3.850 -0.840 0.060
C -1.244 -3.640 4.288
C -4.344 -1.030 -3.020
C -3.204 -3.128 2.388
C 5.482 0.478 -1.151
C -0.596 -3.312 6.686
C -3.219 -0.646 -3.736
C 3.504 -1.721 1.135
C -1.875 -2.796 2.118
C -0.874 1.300 -5.915
C -0.201 -3.969 5.356
H -3.350 3.821 -2.944
H -1.117 -0.383 -3.741
H 6.497 0.841 -1.270
H -3.332 -0.292 -4.755
H -3.117 2.126 -3.380
H -2.226 3.585 -5.222
H 0.247 -0.492 -5.381
H -0.274 4.889 -6.325
H 4.258 -2.748 2.828
H -3.009 2.880 0.032
H -1.678 4.474 1.985
H 1.893 -3.701 5.774
H 7.181 -0.403 0.746
H -0.420 -0.525 -7.008
H 1.557 -3.941 4.055
H 2.342 1.178 2.736
H -0.935 4.181 4.320
H 2.424 1.361 -3.557
H 1.297 3.064 3.858
H -1.870 0.955 -5.632
H 0.866 4.278 2.656
H -5.062 -1.791 -1.168
H 0.171 -3.500 7.440
H -5.330 -0.975 -3.463
H 1.347 4.082 -4.582
H -1.042 2.425 4.160
H 0.174 3.550 -7.377
H -1.010 1.933 -6.794
H -3.553 1.780 1.313
H 1.623 -0.168 -3.201
H 0.087 -5.984 4.592
H 0.127 -2.793 2.867
H -4.606 -3.972 3.794
H -1.540 -3.701 7.069
H -2.027 2.880 -2.235
H 0.639 -5.756 6.258
H 1.355 4.786 -6.982
H 1.838 2.767 -5.613
H 2.728 2.521 1.633
H 1.300 1.250 -2.213
H -2.447 1.199 0.054
H 2.012 1.025 1.013
H 6.570 -1.924 2.604
H -2.872 -4.426 5.464
H 0.992 0.466 -6.656
H -0.699 -2.231 6.567
H 1.205 -2.391 4.805
H -1.087 -5.889 5.908
H -1.244 4.469 -4.071
H -2.826 3.426 2.813
H 4.700 1.478 -2.871
```

Properties
LUMO level, eV: 0.3
HOMO, eV: -6.8
Kohn-Sham gap, eV: 7.1

=====

No. 3
Molecular formula: C39H51CdCl5GeO4PSSi
Method: DFT, wB97M-V/def2-TZVPD

```
104
C39H51CdCl5GeO4PSSi | the OMol25 dataset | wB97M-V/def2-TZVPD
Cd -0.868 0.221 -1.427
Ge 2.148 0.488 -1.446
Cl -3.903 0.875 -0.480
Cl -6.068 1.961 -5.307
Cl -6.365 1.725 -2.212
Cl -3.323 1.362 -6.655
Cl -0.877 0.528 -4.894
S -0.078 -1.767 -0.318
P -0.884 3.754 -1.106
Si -0.944 -2.002 1.593
O -0.445 2.391 -0.640
O -0.428 -3.471 2.100
O -2.581 -1.997 1.530
O -0.462 -0.896 2.688
C -3.493 1.225 -4.949
C 2.821 2.231 2.345
C 3.025 -2.312 -1.823
C -2.416 0.855 -4.145
C -3.744 1.012 -2.212
C 0.887 -5.351 2.631
C -2.502 0.744 -2.768
C 2.995 3.270 -2.005
C 0.076 5.038 -0.291
C -1.452 1.268 2.344
C -2.293 -0.271 4.149
C 4.930 -1.703 -3.742
C 3.822 -3.315 -2.356
C -2.601 4.130 -0.735
C -3.627 -3.926 2.521
C -3.010 -3.916 0.087
C 3.703 1.347 2.951
C -4.827 -2.420 0.927
C 2.313 1.951 1.086
C -0.685 4.013 -2.868
C -0.010 0.730 4.321
C 3.578 -0.084 1.021
C 2.951 4.311 -4.177
C 2.470 3.129 -4.727
C 2.501 2.080 -2.540
C 3.217 4.378 -2.816
C 2.244 2.029 -3.912
C -1.073 0.206 3.367
C 4.067 0.181 2.293
C -4.722 1.494 -4.347
C 3.169 -0.987 -2.237
C -3.497 -3.077 1.262
C 0.479 -3.567 4.335
C 4.775 -3.014 -3.318
C 1.963 -3.109 2.359
C 2.705 0.804 0.394
C 0.729 -3.854 2.858
C 4.135 -0.700 -3.205
C -4.855 1.386 -2.963
H 2.276 -2.561 -1.082
H -1.246 3.250 -3.412
H -0.006 -5.878 2.971
H -2.874 -3.291 -0.796
H 0.889 0.985 3.764
H -2.807 5.180 -0.945
H 3.127 5.173 -4.808
H -5.143 -1.769 1.744
H 4.093 1.559 3.939
H -3.259 3.510 -1.343
H 5.395 -3.798 -3.735
H -0.444 -4.052 4.657
H -2.059 -4.398 0.317
H -1.055 5.000 -3.148
H 0.393 -2.496 4.508
H -0.573 1.592 1.779
H -3.068 -0.631 3.474
H -5.596 -3.179 0.771
H -3.743 -4.692 -0.143
H -4.737 -1.819 0.023
H 4.285 0.319 -3.542
H -2.801 3.922 0.316
H -2.695 0.551 4.745
H 1.749 -5.736 3.178
H -3.951 -3.304 3.358
H 0.244 -0.030 5.061
H 2.514 3.131 2.864
H 3.610 5.290 -2.386
H -2.670 -4.381 2.772
H -0.251 6.028 -0.612
H 1.024 -5.554 1.568
H 1.129 4.910 -0.541
H -4.365 -4.715 2.371
H 1.847 -2.030 2.471
H 3.693 -4.336 -2.019
H 3.890 -0.990 0.514
H 1.865 1.114 -4.353
H 2.133 -3.334 1.304
H 3.231 3.330 -0.949
H 4.743 -0.521 2.765
H -2.012 -1.081 4.824
H 2.268 3.065 -5.789
H -1.894 2.136 2.839
H 2.844 -3.423 2.924
H -0.369 1.618 4.846
H -0.050 4.949 0.788
H -2.186 0.862 1.649
H 5.674 -1.456 -4.488
H 1.302 -3.955 4.938
H 0.370 3.931 -3.133
H 1.594 2.626 0.635
```

Properties
LUMO level (alpha / beta), eV: 0.3 / -1.3
HOMO (alpha / beta), eV: -7.0 / -8.3
Kohn-Sham gap (alpha / beta), eV: 7.4 / 7.0
Energy above the lowest of the compared OMol25 structures with the same formula, charge and spin, kJ/mol: 5.8
Spin multiplicity: 2

=====

No. 4
Molecular formula: C39H52Br2FeN5O
Method: DFT, wB97M-V/def2-TZVPD

```
100
C39H52Br2FeN5O | the OMol25 dataset | wB97M-V/def2-TZVPD
Br -0.618 -0.217 -4.316
Br -5.898 0.383 -2.663
Fe 0.305 -0.204 1.279
O 0.738 0.246 -1.018
N -1.952 -0.665 0.751
N 0.393 2.358 -0.317
N 0.320 -1.869 -0.274
N 0.578 -0.336 3.498
N 2.400 0.504 1.156
C 2.917 4.424 -2.787
C 0.189 1.463 -1.180
C -1.079 -3.667 -3.669
C 1.892 -3.634 2.866
C 1.691 0.296 4.229
C -1.433 -0.633 -1.607
C 0.963 3.581 -4.142
C -0.948 5.767 0.052
C -3.176 0.010 -3.189
C -1.296 -3.684 -2.152
C -2.441 -0.982 3.099
C -1.848 -0.321 -2.873
C 3.013 0.151 3.503
C 1.434 -5.920 -0.825
C 0.090 3.705 -0.620
C -2.218 2.672 1.309
C -0.132 3.357 2.543
C -2.377 -0.500 -0.544
C 0.620 4.344 -1.759
C 1.978 -5.137 0.181
C 1.576 3.683 -2.743
C -2.873 -0.725 1.699
C 0.414 -5.373 -1.575
C 0.316 5.688 -1.969
C -4.672 -0.238 0.199
C 0.004 -1.052 -1.346
C -4.247 -0.522 1.449
C -4.099 0.013 -2.198
C -2.469 -4.607 -1.798
C 3.812 -3.089 1.326
C -3.742 -0.234 -0.853
C 3.124 1.067 2.298
C 2.288 -3.066 1.499
C 1.586 -3.826 0.391
C 0.595 -3.210 -0.441
C -0.473 6.399 -1.087
C -0.042 -4.070 -1.384
C -0.676 4.430 0.308
C -1.236 3.816 1.581
H -0.204 -3.073 -3.938
H 2.753 -5.562 0.811
H 1.798 2.671 -2.410
H 0.704 -1.344 3.528
H 2.805 5.432 -3.192
H 0.011 3.047 -4.117
H 1.787 -0.135 5.230
H 1.951 -2.033 1.444
H -3.265 -1.369 3.699
H 0.459 -1.411 -2.273
H -2.283 -5.633 -2.121
H -2.639 -4.613 -0.719
H -0.269 -0.139 4.006
H 2.667 2.031 2.531
H 0.780 4.573 -4.562
H -2.995 2.975 0.602
H 1.635 3.044 -4.815
H 0.813 -3.541 3.023
H -1.599 -2.693 -1.837
H -0.067 -5.986 -2.331
H -3.384 -4.259 -2.287
H -0.699 7.442 -1.268
H 4.087 -2.805 0.308
H -0.923 -4.680 -4.046
H -0.391 1.636 -2.089
H 2.910 -0.267 0.737
H 4.179 1.252 2.072
H -5.718 -0.043 0.003
H 2.139 -4.696 2.930
H 3.346 4.506 -1.787
H -1.951 -3.249 -4.183
H 1.783 -6.929 -1.003
H 0.713 6.189 -2.844
H 2.422 -3.128 3.682
H 4.304 -2.403 2.025
H -1.695 1.807 0.903
H 2.278 1.200 0.428
H 0.592 4.156 2.716
H -4.953 -0.571 2.268
H 3.827 0.366 4.199
H -1.546 6.324 0.765
H -1.615 -1.690 3.102
H -0.569 3.079 3.507
H 3.126 -0.886 3.178
H -2.113 -0.043 3.543
H 0.391 2.490 2.136
H -3.461 0.247 -4.204
H -1.796 4.612 2.079
H 1.456 1.356 4.355
H 4.220 -4.084 1.515
H 3.623 3.884 -3.421
H -2.711 2.371 2.239
```

Properties
LUMO level (alpha / beta), eV: -0.4 / -0.4
HOMO (alpha / beta), eV: -6.1 / -5.7
Kohn-Sham gap (alpha / beta), eV: 5.7 / 5.3
Spin multiplicity: 2